{"formula": "C4H9FN3", "method": "ωB97M-V/def2-TZVPD", "elements": ["C", "C", "C", "C", "N", "N", "N", "F", "H", "H", "H", "H", "H", "H", "H", "H", "H"], "positions_angstrom": [[-0.456, 1.010, -0.858], [-0.066, -1.030, -0.011], [-2.376, 0.093, 0.396], [2.276, -0.204, 0.458], [-1.043, 0.089, -0.061], [1.153, -0.423, -0.411], [0.790, 0.832, -0.956], [-0.321, -2.043, -0.883], [-0.870, 1.990, -0.871], [-0.077, -1.525, 1.030], [-2.772, 1.037, 0.004], [-2.979, -0.648, -0.008], [-2.509, -0.110, 1.497], [3.087, 0.206, -0.086], [1.945, 0.365, 1.281], [2.726, -1.138, 0.558], [1.492, 1.498, -1.078]], "forces_ev_per_angstrom": [[-2.44, 1.01, 3.31], [-0.56, -0.76, 2.51], [-1.11, 1.11, 1.36], [-0.50, -0.63, -0.74], [3.01, -1.48, -2.23], [0.28, 1.29, -1.29], [0.53, -2.52, -0.36], [-0.73, 0.16, -0.25], [-0.55, 0.57, -1.04], [0.26, 0.92, -1.46], [-0.36, -0.09, 0.90], [-0.83, -1.62, -1.34], [0.64, 0.97, -0.90], [0.47, 1.39, -0.77], [0.42, 0.41, 1.50], [0.34, -1.86, 1.55], [1.12, 1.15, -0.74]], "mulliken_charge": [-0.128, -0.141, -0.717, -1.020, 0.120, 0.062, -0.067, -0.303, 0.368, 0.369, 0.260, 0.389, 0.291, 0.398, 0.450, 0.380, 0.288], "fmax_ha_per_bohr": 0.0823, "homo_lumo_gap_ev": 10.2, "e_homo_ha": -0.52488, "relative_energy_kcal_mol": 45.2, "charge": 1, "smiles": "CN1C=[NH+]N(C)[C@@H]1F", "total_energy_ha": -421.62305}


{"formula": "C5H14N3O2", "method": "ωB97M-V/def2-TZVPD", "elements": ["C", "C", "C", "C", "C", "N", "N", "N", "O", "O", "H", "H", "H", "H", "H", "H", "H", "H", "H", "H", "H", "H", "H", "H"], "positions_angstrom": [[0.120, -1.135, 0.406], [3.103, -0.162, -0.199], [-1.396, 1.922, 0.494], [2.345, -0.730, 0.950], [-1.510, -0.659, 0.522], [-2.010, -1.816, -0.325], [-1.897, 0.643, -0.003], [-1.520, 0.590, -1.403], [0.373, -2.154, -0.219], [0.894, -0.324, 0.989], [3.059, 0.834, -0.156], [4.088, -0.353, 0.008], [2.669, -0.670, -1.065], [-2.247, 2.519, 0.534], [-0.842, 1.725, 1.467], [-0.680, 2.345, -0.256], [2.498, -0.210, 1.940], [2.523, -1.898, 0.887], [-1.690, -0.686, 1.532], [-2.111, -1.319, -1.210], [-2.989, -2.036, -0.226], [-1.100, -2.480, -0.453], [-2.389, 0.871, -1.813], [-0.806, 1.284, -1.685]], "forces_ev_per_angstrom": [[-3.40, 0.45, -0.90], [-2.72, -2.80, 0.13], [2.40, -1.59, 1.43], [0.41, -0.84, 2.35], [3.57, -0.59, -1.96], [-0.28, 1.86, -0.20], [1.43, -1.63, -2.01], [-1.02, -0.22, -0.52], [0.28, 0.16, 0.39], [1.26, -0.40, -0.64], [-0.64, 4.06, -0.61], [2.58, -1.12, -0.04], [0.74, 0.57, -0.40], [-1.07, 1.53, 0.66], [-0.93, 0.88, -0.97], [-0.40, -0.22, 1.03], [1.21, -1.25, -0.95], [-1.06, 2.40, 0.87], [-1.06, -0.55, 2.34], [0.83, 0.17, -0.90], [-0.20, -1.13, 1.08], [-1.32, 0.59, 0.43], [-0.15, 0.29, -1.14], [-0.46, -0.62, 0.54]], "mulliken_charge": [0.784, -1.228, -0.727, -0.202, -0.645, -0.280, 0.056, -0.725, -0.631, -0.249, 0.371, 0.435, 0.329, 0.326, 0.279, 0.251, 0.298, 0.323, 0.565, 0.391, 0.311, 0.446, 0.245, 0.277], "fmax_ha_per_bohr": 0.0808, "homo_lumo_gap_ev": 10.7, "e_homo_ha": -0.49150, "relative_energy_kcal_mol": 88.9, "charge": 1, "smiles": "CCOC(=O)[C@H]([NH3+])N(C)N", "total_energy_ha": -513.31403}


{"formula": "C3H5NO2", "method": "ωB97M-V/def2-TZVPD", "elements": ["C", "C", "C", "N", "O", "O", "H", "H", "H", "H", "H"], "positions_angstrom": [[0.659, 0.336, 0.476], [-0.761, 0.701, 0.643], [0.613, -0.976, -0.269], [-1.555, -0.272, 0.097], [-0.729, -1.277, -0.420], [1.367, -0.867, -1.465], [1.380, 0.769, 1.033], [-1.022, 1.601, 1.034], [1.015, -1.981, 0.015], [-2.057, -0.632, 0.895], [1.188, -0.138, -2.055]], "forces_ev_per_angstrom": [[-8.03, -1.02, -0.07], [8.11, -3.23, -1.91], [2.03, -0.18, -0.31], [-1.14, 1.12, -0.23], [-1.28, -0.23, -0.18], [0.14, -0.91, -0.57], [2.53, 1.35, 1.09], [-1.49, 2.15, 1.13], [0.28, 1.14, 0.97], [-0.59, -0.87, -0.12], [-0.56, 0.68, 0.21]], "mulliken_charge": [-0.656, -0.334, 0.248, -0.174, -0.262, -0.554, 0.420, 0.471, 0.254, 0.273, 0.315], "fmax_ha_per_bohr": 0.1737, "homo_lumo_gap_ev": 9.4, "e_homo_ha": -0.31217, "relative_energy_kcal_mol": 100.1, "charge": 0, "smiles": "O[C@H]1C=CNO1", "total_energy_ha": -322.41479}


{"formula": "C20H14F6GdN4O6P", "method": "ωB97M-V/def2-TZVPD", "elements": ["Gd", "O", "C", "O", "C", "C", "C", "C", "C", "N", "H", "H", "H", "H", "O", "N", "O", "C", "C", "C", "C", "C", "C", "N", "C", "C", "N", "C", "C", "C", "C", "H", "H", "H", "H", "H", "H", "H", "F", "P", "F", "F", "F", "F", "F", "C", "C", "O", "O", "H", "H", "H"], "positions_angstrom": [[0.848, 0.837, 0.849], [-2.066, 2.965, 3.031], [-1.445, 2.438, 2.133], [-0.295, 1.774, 2.308], [-1.876, 2.555, 0.713], [-2.986, 3.262, 0.306], [-3.385, 3.298, -1.003], [-2.644, 2.519, -1.892], [-1.559, 1.819, -1.490], [-1.169, 1.807, -0.178], [-3.574, 3.803, 1.070], [-4.296, 3.784, -1.269], [-2.975, 2.513, -2.961], [-0.982, 1.253, -2.245], [-1.824, -5.937, -2.126], [-2.173, -5.193, -1.244], [-2.978, -5.482, -0.358], [-1.507, -3.857, -1.231], [-0.843, -3.566, -2.344], [-0.152, -2.317, -2.414], [0.627, -1.945, -3.572], [1.403, -0.801, -3.564], [1.372, -0.010, -2.421], [0.642, -0.319, -1.333], [-0.150, -1.406, -1.326], [-0.856, -1.828, -0.134], [-0.746, -1.059, 0.966], [-1.355, -1.394, 2.078], [-2.104, -2.542, 2.247], [-2.162, -3.442, 1.179], [-1.548, -3.051, -0.065], [-0.831, -4.240, -3.175], [0.633, -2.683, -4.405], [2.071, -0.487, -4.355], [2.118, 0.802, -2.358], [-1.206, -0.711, 2.916], [-2.481, -2.762, 3.240], [-2.611, -4.434, 1.279], [3.025, 1.204, 2.097], [3.357, -0.471, 2.480], [3.519, -2.041, 2.736], [4.854, -0.288, 2.263], [3.212, -0.059, 4.023], [3.067, -0.738, 0.826], [1.666, -0.726, 2.477], [3.317, 4.268, 1.380], [2.921, 3.389, 0.304], [3.890, 3.470, -0.540], [1.926, 2.704, 0.064], [2.693, 5.200, 1.432], [4.399, 4.458, 1.285], [3.218, 3.668, 2.320]], "forces_ev_per_angstrom": [[1.11, -0.55, 0.46], [0.24, -0.48, -0.84], [0.69, 0.51, 1.79], [-1.34, 0.52, -0.01], [0.34, -1.37, -1.81], [-0.92, 1.22, 1.65], [0.69, -1.28, 0.12], [-1.84, 1.20, -2.08], [1.15, -0.56, 1.04], [-0.44, 0.69, -0.83], [0.54, -0.37, -0.39], [-0.26, 0.40, -0.36], [0.55, -0.18, 1.04], [-0.29, 0.31, 0.86], [0.22, -0.52, -0.83], [0.04, 1.29, 1.37], [0.25, 0.10, -0.64], [-4.42, -3.02, 5.99], [4.28, 3.98, -5.09], [-0.13, -0.91, -1.30], [-0.15, -0.98, -0.31], [-0.51, -0.17, 0.40], [1.06, -0.02, -0.22], [-1.01, -0.82, 0.43], [1.64, 0.34, -1.30], [-0.35, 0.70, 2.50], [0.43, -0.01, -2.23], [-0.41, 0.33, 1.64], [0.32, -0.94, -0.67], [0.14, 0.61, 0.55], [-0.50, -1.22, -0.35], [0.05, -0.18, -0.21], [0.11, 0.85, 0.57], [-0.18, -0.29, -0.20], [-0.81, -0.21, 0.26], [-0.06, -0.14, -0.17], [-0.19, -0.10, -0.29], [0.18, 0.71, -0.08], [-0.07, -1.18, 0.02], [-2.50, -1.35, 0.20], [-0.11, 0.97, 0.06], [1.02, 0.86, 0.09], [0.83, -0.41, -1.30], [0.68, 0.58, 0.26], [-0.32, 0.67, 0.49], [-0.21, 0.60, 2.60], [0.07, -0.31, -1.87], [0.06, -0.47, -0.61], [0.22, 0.53, 0.20], [0.66, -0.89, -0.14], [-0.41, 0.41, 0.03], [-0.10, 0.55, -0.49]], "mulliken_charge": [1.104, -0.630, 0.357, -0.485, 0.631, -0.653, -0.416, -0.719, -0.183, 0.299, 0.493, 0.478, 0.360, 0.398, -0.593, 0.979, -0.653, -0.206, -1.111, 0.784, -0.814, -0.927, -0.303, 0.535, 0.367, 0.602, 0.099, -0.145, -1.147, -0.428, 0.349, 0.609, 0.409, 0.469, 0.385, 0.574, 0.417, 0.552, -0.500, 1.397, -0.359, -0.328, -0.347, -0.402, -0.380, -0.944, 0.928, -0.244, -0.608, 0.288, 0.380, 0.279], "fmax_ha_per_bohr": 0.1563, "homo_lumo_gap_ev": [5.1, 5.8], "e_homo_ha": [-0.34652, -0.48234], "relative_energy_kcal_mol": 110.0, "charge": 1, "total_energy_ha": -3146.98802, "spin_multiplicity": 7}